Record 1
C20H16F2N4 as an isolated structure. Source: the OMol25 dataset; level of theory: the ωB97M-V functional and the def2-TZVPD basis.

Structure (ORCA input):
```
! RIJCOSX wB97M-V def2-TZVPD def2/J DEFGRID3
* xyz 0 1
C -5.58923 -1.78984 0.10849
C -4.14603 -1.50458 -0.08696
C -3.31929 -1.72756 1.00162
F -3.84250 -2.16712 2.18835
C -1.95671 -1.46541 0.99621
C -1.36802 -0.88375 -0.17174
C 0.07811 -0.63969 -0.42709
C 0.86700 -0.18721 0.73945
C 0.47411 -0.10351 2.12549
C 1.46054 -0.24333 3.08643
F 1.03214 -0.24955 4.38807
C 2.82252 -0.29954 2.79318
C 3.74626 -0.42129 3.94842
C 3.20230 -0.08893 1.46027
C 2.23314 0.01743 0.47403
C -2.21361 -0.64745 -1.26199
C -3.57815 -0.93272 -1.23666
H -6.13723 -1.75220 -0.84231
H -5.78244 -2.78373 0.54931
H -6.09927 -1.07258 0.78055
H -1.34422 -1.75232 1.85133
H 0.57272 -1.43665 -1.12840
H -0.58214 -0.09568 2.40897
H 4.80077 -0.36044 3.64146
H 3.60369 0.37213 4.70793
H 3.64742 -1.37050 4.50754
H 4.25846 -0.02231 1.18299
H 2.57060 0.20539 -0.55042
H -1.79032 -0.20860 -2.16051
H -4.19431 -0.68885 -2.10578
C 1.90512 3.18288 -3.65831
N 2.76367 3.59523 -2.74088
C 2.81168 3.02133 -1.54715
N 2.14120 1.87347 -1.22547
C 1.07826 1.58463 -1.97742
C 0.94078 2.22842 -3.29082
N 0.12480 1.42680 -4.06720
C -0.16606 0.36973 -3.30901
N 0.26071 0.46154 -1.95751
H 1.90207 3.54183 -4.68755
H 3.45749 3.53761 -0.81367
H -0.64604 -0.52309 -3.69324
*
```

Output
LUMO energy: -0.40 eV
DFT total energy: -1190.376059 Ha

Record 2
C4H10N2O as an isolated structure. Source: the OMol25 dataset; level of theory: the ωB97M-V functional and the def2-TZVPD basis.

Structure (ORCA input):
```
! RIJCOSX wB97M-V def2-TZVPD def2/J DEFGRID3
* xyz 0 1
C -0.09594 0.27222 0.00128
C 1.22209 -0.07051 0.72970
C -0.34354 -0.04669 -1.45678
C -0.83460 -1.30742 0.83195
N -0.86209 1.32238 0.58794
N 1.67041 1.02609 -0.13846
O 2.53772 0.77816 -0.98406
H -0.29778 2.13395 0.80962
H -1.63139 1.61692 -0.00090
H 1.19336 0.24910 1.76873
H 1.68199 -1.02910 0.49828
H -1.39126 -0.28892 -1.63074
H -0.10363 0.82932 -2.06202
H 0.28886 -0.86895 -1.78270
H -0.50448 -2.17163 0.26716
H -1.87704 -1.06608 0.66263
H -0.65270 -1.37886 1.89836
*
```

Output
LUMO energy: 0.34 eV
relative energy (zero: lowest compared OMol25 entry of this formula, charge and spin): 571.3 kJ/mol
DFT total energy: -342.983877 Ha